The following is a DFT calculation (ωB97M-V with the def2-TZVPD basis set) of a single C4H7FOS molecule at a distorted geometry.

```
14
Properties=species:S:1:pos:R:3:forces:R:3
C -2.169 -0.829 -0.185 0.2 -1.0 -0.9
C -0.405 0.852 0.134 1.9 0.9 -0.1
C 0.689 -0.138 0.246 0.5 -1.1 0.1
C 2.030 0.489 -0.069 -0.1 -0.1 0.6
H -1.762 -1.247 -1.138 0.3 0.6 0.7
H -2.130 -1.609 0.573 0.1 0.1 0.1
H -3.205 -0.619 -0.423 -0.1 0.2 0.3
H 0.472 -1.033 -0.387 0.3 0.6 0.3
H 0.737 -0.507 1.298 -0.3 0.1 -0.6
H 1.993 1.131 -0.935 0.4 -0.6 -0.9
H 2.342 1.142 0.705 -0.2 0.8 0.9
O -1.606 0.393 0.267 -2.1 0.7 -0.1
F 3.010 -0.476 -0.045 0.4 -0.8 -0.8
S 0.004 2.450 -0.040 -1.3 -0.6 0.2
```
Forces are in eV/Å.

SMILES: COC(=S)CCF
ΔE to the lowest compared entry with this formula, charge and spin in kcal/mol: 20.00
Total charge: 0
HOMO in eV: -8.8
Electronic energy in eV: -19860.266
E_LUMO in eV: 0.27

=====

The following is a DFT calculation (ωB97M-V with the def2-TZVPD basis set) of 15 unconnected molecules or ions with the total composition C58H115NO42 at a distorted geometry.

```
216
Properties=species:S:1:pos:R:3:forces:R:3
C 15.772 13.587 21.687 -0.7 0.9 -1.4
C 14.255 13.751 21.972 1.2 0.8 -2.3
O 14.126 15.019 22.661 -1.8 -0.1 -0.2
C 12.865 15.601 22.725 1.2 -0.7 -1.5
O 11.897 15.364 22.023 1.4 -0.2 1.1
O 12.978 16.562 23.630 -1.5 0.0 0.6
C 11.657 17.113 23.958 1.4 0.8 1.9
H 16.011 12.683 21.124 -0.4 -0.2 0.1
H 16.291 13.545 22.606 0.7 0.1 1.0
H 16.179 14.419 21.043 -0.5 -0.6 0.9
H 13.946 12.961 22.614 -0.6 -0.6 0.5
H 13.715 13.722 20.967 0.3 0.3 1.6
H 11.146 17.277 23.059 -0.8 0.3 -1.1
H 11.837 18.067 24.519 0.0 -1.0 -0.6
H 11.112 16.434 24.622 0.2 -0.1 -0.3
C 9.550 23.745 24.926 -1.5 0.3 2.3
C 10.155 24.232 23.709 0.6 0.1 -1.5
O 10.024 23.188 22.696 -0.2 0.9 0.8
C 10.009 23.648 21.455 0.2 -1.1 0.3
O 10.182 24.785 21.114 0.0 0.4 -0.4
O 9.796 22.577 20.692 0.0 0.5 -1.7
C 9.719 22.956 19.267 0.3 -0.4 1.2
H 8.450 23.737 24.848 0.4 -0.2 0.2
H 9.830 24.387 25.795 -0.3 -0.1 -0.7
H 9.929 22.776 25.205 0.0 -0.6 -0.1
H 11.202 24.335 23.905 0.9 0.4 -0.3
H 9.737 25.159 23.299 0.1 -0.2 0.3
H 8.863 23.606 19.184 -0.3 0.0 -0.5
H 9.701 22.059 18.671 -0.5 -0.4 0.1
H 10.622 23.461 18.997 0.5 0.6 -0.1
C 17.146 28.975 19.718 -1.1 0.5 -0.6
C 16.272 27.733 20.097 0.9 1.4 0.0
O 17.129 26.576 20.087 -0.6 0.4 2.2
C 17.401 26.087 18.921 -0.1 -0.8 -1.1
O 17.058 26.583 17.883 0.1 -0.1 -0.7
O 18.072 24.934 19.077 -0.3 -0.5 -0.8
C 18.012 24.089 17.886 0.9 2.1 -0.5
H 16.965 29.345 18.668 0.2 -0.7 1.0
H 18.164 28.675 19.817 0.9 -0.2 -0.1
H 17.059 29.855 20.364 -0.4 -0.3 0.2
H 15.497 27.623 19.372 -0.5 -0.3 -0.5
H 15.811 27.789 21.097 0.5 -0.1 -0.3
H 18.686 24.478 17.111 0.2 0.0 0.4
H 17.066 24.124 17.417 -1.3 0.0 0.0
H 18.262 23.108 18.136 0.5 -1.4 0.8
C 14.547 16.352 19.306 0.0 0.5 -2.1
C 15.586 16.581 18.167 1.6 0.0 0.6
O 16.364 17.775 18.557 0.1 -0.2 -2.0
C 17.404 18.085 17.699 -1.9 0.4 1.2
O 17.543 17.753 16.546 0.2 0.1 1.0
O 18.128 18.922 18.441 1.1 0.0 -1.0
C 19.249 19.524 17.767 0.8 0.4 1.0
H 14.040 15.455 18.961 -0.2 -0.4 0.5
H 13.750 17.147 19.433 1.3 -0.7 -0.3
H 15.097 16.211 20.210 0.0 -0.2 0.8
H 15.148 16.595 17.147 0.2 0.6 0.6
H 16.486 15.871 18.108 -2.0 -0.1 0.3
H 19.604 20.310 18.472 0.0 -0.7 -0.4
H 18.926 20.042 16.889 -0.3 0.1 -0.7
H 20.069 18.809 17.506 -0.9 0.4 0.4
C 15.672 30.182 25.133 1.7 -1.9 1.2
C 15.099 29.430 23.944 -1.0 -1.3 2.4
O 15.084 27.951 24.103 0.4 -0.2 -0.2
C 16.246 27.319 23.818 0.3 0.6 -0.4
O 17.251 27.893 23.503 0.6 0.9 -0.1
O 16.184 26.000 23.858 -1.0 -0.3 0.2
C 17.388 25.320 23.387 -0.3 -1.1 2.4
H 15.157 30.174 26.127 -0.4 0.1 -1.3
H 15.793 31.147 24.714 0.3 1.4 0.3
H 16.671 29.764 25.441 -0.6 0.6 -0.8
H 15.561 29.730 23.036 0.4 0.0 -0.8
H 14.046 29.663 23.991 -0.4 -0.1 -0.8
H 17.152 24.216 23.276 0.2 1.4 0.6
H 18.188 25.545 24.146 -0.7 -0.6 -1.0
H 17.600 25.695 22.446 0.7 0.8 -1.8
C 11.752 20.423 23.344 0.3 0.5 -0.4
C 13.111 20.818 23.897 0.2 -0.5 -0.9
O 13.059 21.759 24.969 -0.2 0.1 0.7
C 12.618 21.341 26.156 -0.9 -2.1 -0.1
O 12.246 20.221 26.448 0.5 0.5 -0.7
O 12.534 22.292 27.048 -0.3 -1.3 1.2
C 12.868 23.560 26.694 0.3 2.4 -0.9
H 11.186 21.310 22.986 0.3 -0.7 0.4
H 11.247 19.901 24.138 -0.7 0.0 0.1
H 11.897 19.728 22.494 0.0 0.4 0.4
H 13.707 21.324 23.142 0.1 0.0 -0.1
H 13.682 19.947 24.208 0.0 -0.2 0.3
H 12.411 23.813 25.736 0.1 0.2 0.0
H 13.941 23.704 26.601 0.2 0.0 0.1
H 12.467 24.212 27.455 0.1 0.2 0.2
C 11.757 27.941 22.533 -0.3 -0.4 0.8
C 12.408 28.226 21.237 -1.8 0.4 -0.9
O 12.885 29.548 21.341 2.0 1.5 -1.3
C 13.545 30.090 20.253 -1.5 -0.2 0.6
O 13.658 29.607 19.158 0.1 -0.5 0.4
O 13.910 31.331 20.567 0.2 -1.0 0.7
C 14.533 32.052 19.507 -1.4 0.3 0.3
H 12.395 27.942 23.391 0.9 0.5 0.4
H 11.394 26.952 22.559 -0.6 -1.4 -0.4
H 10.908 28.563 22.748 -0.3 0.6 -0.1
H 11.650 28.193 20.438 0.1 0.0 0.1
H 13.127 27.508 20.940 1.3 -0.6 0.0
H 15.468 31.644 19.208 0.7 -0.3 -0.1
H 14.573 33.018 19.952 0.7 0.9 0.0
H 13.832 32.099 18.688 0.0 -0.1 -0.5
C 15.083 26.960 27.394 0.4 -1.2 -1.1
C 16.379 26.244 27.836 0.3 1.2 -0.5
O 16.212 24.877 28.154 0.2 -0.2 -0.3
C 16.688 23.992 27.263 -1.3 -0.1 -0.3
O 17.259 24.208 26.224 0.3 0.2 0.5
O 16.241 22.810 27.666 0.4 -0.4 0.1
C 16.608 21.727 26.818 1.5 -1.0 -0.3
H 15.321 28.029 27.292 -0.3 -0.3 -0.1
H 14.203 26.815 28.027 0.4 0.0 0.3
H 14.829 26.504 26.396 0.1 0.8 0.7
H 16.801 26.704 28.718 0.0 0.1 0.3
H 17.132 26.345 27.028 -0.5 -0.1 0.4
H 17.738 21.660 26.679 -1.5 0.2 0.2
H 16.140 21.815 25.846 0.0 0.3 -0.3
H 16.246 20.786 27.241 0.1 0.6 0.2
C 15.846 17.872 22.665 0.6 -0.8 0.2
C 16.885 18.331 23.694 -0.8 -0.9 -0.4
O 18.218 17.926 23.302 0.7 0.5 -1.0
C 18.847 18.768 22.419 -1.0 -0.7 1.1
O 18.464 19.886 22.237 0.3 0.6 -0.5
O 19.884 18.160 21.833 0.3 -0.5 0.8
C 21.061 18.992 21.578 -2.3 0.8 -0.5
H 16.177 16.904 22.204 -0.6 0.6 0.6
H 15.746 18.578 21.863 0.1 0.5 -0.5
H 14.866 17.820 23.159 0.3 -0.3 -0.3
H 16.692 17.821 24.651 0.3 0.4 -0.3
H 16.758 19.401 23.765 0.6 0.3 0.5
H 20.589 19.964 21.313 1.0 -0.3 0.0
H 21.553 18.531 20.720 0.2 0.2 0.5
H 21.630 19.087 22.499 0.3 -0.2 -0.2
C 21.984 25.295 21.968 -0.9 -0.6 0.7
C 20.895 25.542 20.909 0.2 0.2 0.4
O 21.402 25.243 19.600 0.6 2.5 -0.3
C 21.158 24.113 19.048 0.4 -2.4 0.6
O 20.673 23.196 19.662 -0.7 -1.0 -0.5
O 21.674 24.047 17.819 -0.2 0.7 -0.3
C 21.498 22.837 17.052 1.9 0.6 0.0
H 21.629 25.542 23.023 0.3 -0.2 -1.5
H 22.882 25.858 21.742 0.1 0.2 0.0
H 22.263 24.221 21.965 -0.2 0.5 0.0
H 20.584 26.567 20.796 0.4 0.7 0.3
H 19.947 25.065 21.097 0.0 -0.9 0.0
H 21.910 23.147 16.028 -0.2 -0.9 1.6
H 20.457 22.663 16.916 -0.8 -0.6 0.1
H 22.056 22.011 17.619 -0.9 0.9 -1.3
C 14.060 24.143 23.353 -0.5 -0.1 -0.7
C 14.105 24.460 21.831 0.6 -2.0 1.5
O 14.648 23.204 21.241 -0.6 0.7 -0.8
C 14.816 23.208 19.890 0.4 -1.4 1.5
O 14.632 24.146 19.186 -0.4 1.2 -0.9
O 15.222 22.029 19.399 0.6 0.9 0.6
C 15.609 20.950 20.263 0.0 -1.6 -0.9
H 13.722 25.089 23.815 -0.3 -0.6 0.1
H 15.037 23.933 23.847 -0.7 -0.1 -0.8
H 13.368 23.255 23.477 0.7 1.6 0.1
H 14.797 25.239 21.621 0.5 0.8 -0.4
H 13.092 24.700 21.490 0.3 -0.3 -0.3
H 16.200 21.119 21.133 0.5 1.3 0.5
H 16.237 20.258 19.645 -0.9 0.6 0.3
H 14.704 20.463 20.600 -0.1 -0.3 -0.1
C 13.423 20.170 16.772 1.9 -1.3 0.7
C 12.711 21.064 17.743 -0.7 -0.7 0.5
O 12.951 20.558 19.114 -0.2 0.5 -1.1
C 12.364 19.459 19.530 0.3 0.4 0.2
O 12.711 18.930 20.540 0.5 -0.7 1.6
O 11.383 19.005 18.788 -1.4 0.2 -1.3
C 10.589 17.956 19.351 -0.5 -1.0 -1.0
H 12.976 19.154 16.768 0.3 0.5 0.1
H 14.520 20.103 17.148 -1.7 -0.1 -0.7
H 13.482 20.497 15.740 -0.2 0.5 0.0
H 11.613 21.079 17.616 0.6 0.3 -0.2
H 13.177 22.032 17.763 -0.2 0.5 0.0
H 9.907 18.287 20.106 -0.1 0.8 0.6
H 11.259 17.236 19.800 -0.1 -0.4 -0.1
H 9.909 17.527 18.553 1.3 0.5 0.6
C 16.011 19.634 13.529 -1.1 -1.5 0.3
C 17.067 20.501 14.149 -1.1 0.8 -0.8
O 16.510 21.427 15.121 0.0 -0.7 0.4
C 16.148 22.687 14.779 -0.7 -2.3 4.8
O 16.416 23.249 13.813 0.9 2.3 -4.5
O 15.505 23.191 15.860 -0.7 0.2 -0.7
C 15.007 24.580 15.758 1.0 -0.9 0.4
H 15.264 20.186 12.961 -0.1 0.3 0.2
H 15.491 18.956 14.261 0.4 0.8 -0.5
H 16.460 18.955 12.788 0.2 0.2 0.3
H 17.436 21.086 13.320 0.8 0.3 0.0
H 17.798 19.847 14.602 0.3 0.4 0.5
H 14.689 24.818 16.776 -0.6 -0.2 -0.4
H 14.340 24.777 14.922 -0.3 -0.5 0.3
H 15.853 25.198 15.595 1.0 0.7 -0.2
C 10.442 26.319 17.008 1.6 2.8 0.9
C 11.718 25.547 17.170 0.4 0.1 -1.2
O 11.568 24.202 16.557 0.5 -0.3 0.3
C 11.862 24.131 15.252 -0.4 2.4 -0.1
O 12.014 25.107 14.556 0.2 0.2 -0.1
O 11.912 22.919 14.779 0.1 -1.4 1.2
C 12.240 22.738 13.419 -0.9 -1.1 -0.8
H 10.295 26.719 15.997 -0.2 -0.5 0.3
H 10.461 27.210 17.742 0.2 -1.1 -1.2
H 9.703 25.725 17.415 -2.2 -1.3 0.2
H 11.965 25.417 18.216 0.0 -0.5 0.1
H 12.548 26.065 16.672 -0.2 -0.3 0.2
H 11.546 23.235 12.767 -0.5 0.6 -0.1
H 12.049 21.668 13.254 0.5 0.3 0.0
H 13.224 23.039 13.099 0.5 0.1 0.5
C 13.737 16.842 26.962 -0.4 -1.3 1.8
C 14.554 17.998 26.863 -1.3 -2.4 0.4
N 15.180 18.913 26.717 2.3 3.2 -0.5
H 12.728 17.211 27.155 -0.2 -0.3 -0.7
H 13.960 16.247 27.896 0.2 0.6 -1.0
H 13.916 16.205 26.096 -0.6 0.1 0.0
```
Forces are in eV/Å.

Total charge: 0
HOMO in eV: -10.4
Electronic energy in eV: -149495.004
E_LUMO in eV: 0.60

=====

The following is a DFT calculation (ωB97M-V with the def2-TZVPD basis set) of a single C3H2N2O3 molecule at a distorted geometry.

```
10
Properties=species:S:1:pos:R:3:forces:R:3
C -0.411 0.873 1.795 -1.6 -4.8 8.1
C -0.239 0.496 0.487 1.1 -4.6 -5.5
C 0.728 -0.160 -1.280 2.5 0.1 -3.0
H 0.242 1.719 1.945 -0.3 0.8 1.2
H -0.754 -1.716 -1.811 0.5 1.0 0.8
N 0.914 0.674 -0.151 -4.6 -0.6 1.3
N -0.425 -0.890 -1.282 -0.9 0.9 2.4
O -0.842 -0.016 2.731 2.1 5.8 -5.5
O 1.513 -0.127 -2.207 -0.4 -0.5 0.3
O -1.092 -0.576 -0.039 1.7 1.9 -0.3
```
Forces are in eV/Å.

SMILES: O=Cc1nc(=O)[nH]o1
ΔE to the lowest compared entry with this formula, charge and spin in kcal/mol: 118.34
Total charge: 0
HOMO in eV: -10.4
Electronic energy in eV: -12261.850
E_LUMO in eV: -2.19

=====

Frontier orbital gap for every record listed, in sequence, given in eV: 9.1, 11.0, 8.2.